[1]
This record from the OMol25 dataset describes a 2-piece molecular cluster, C2H9O2 overall at a distorted geometry. The level of theory is ωB97M-V/def2-TZVPD.

Output
E_tot = -231.78796 Eh
total charge = +1
LUMO = -3.7 eV
gap between HOMO and LUMO = 13.417 eV

Geometry as XYZ:
```
13
Properties=species:S:1:pos:R:3:forces:R:3:mulliken_charge:R:1
O -1.10387 1.58905 0.77696 0.3676 -0.2163 -0.4854 -0.6187
H 0.27473 0.86527 0.60377 0.2471 0.5925 -0.2682 0.4743
H -1.54156 1.70320 1.62269 -0.1762 0.1020 0.1739 0.3238
H -1.72400 1.82461 0.06870 0.1822 -0.0164 0.3503 0.3282
C 0.44304 -1.13641 -0.01670 1.7286 -1.1183 0.7344 -0.2511
O 1.04432 0.19994 0.48128 1.5135 -1.4448 -0.9020 -0.3770
C -0.18464 -1.01291 -1.36359 -0.6758 0.6524 0.1015 -0.8427
H 1.29215 -1.88452 -0.04592 -0.6673 1.1740 0.1696 0.3553
H -0.15480 -1.44724 0.84357 -0.3273 0.3514 -0.4298 0.2823
H 1.98916 0.38279 0.12571 -2.4770 0.2271 0.7429 0.4464
H -0.72743 -0.06541 -1.45084 -0.2030 -0.2814 0.0322 0.2415
H 0.54316 -1.00998 -2.15743 0.3420 -0.1751 -0.2288 0.3167
H -0.88648 -1.84014 -1.51356 0.1456 0.1529 0.0094 0.3211
```
Positions in Å, forces in eV/Å.

---

[2]
This record from the OMol25 dataset describes an isolated molecule of C22H24N2O3S at a distorted geometry. The level of theory is ωB97M-V/def2-TZVPD.

Output
E_tot = -1586.12093 Eh
LUMO = -0.1 eV
gap between HOMO and LUMO = 7.869 eV
SMILES = CC[C@H]1CSC(Nc2ccc(C(=O)/C=C/c3ccc(OC)c(OC)c3)cc2)=N1

Geometry as XYZ:
```
52
Properties=species:S:1:pos:R:3:forces:R:3:mulliken_charge:R:1
C -7.23810 -2.74464 -0.07933 -0.1297 0.1564 0.1424 -1.1629
C -7.96318 -1.42356 0.13804 0.2013 -0.0265 -0.3025 -0.5162
C -7.42777 -0.32339 -0.79017 -0.5962 -0.0102 0.2150 -0.2311
C -8.20306 1.00844 -0.59092 0.0197 0.2385 -0.1577 -0.6316
S -7.10613 2.11455 0.33264 0.1652 -0.1898 0.0865 -0.2673
C -5.74510 0.96581 0.03862 -1.1398 0.3757 -0.1402 0.3467
N -4.53349 1.39124 0.45451 0.2683 0.5992 0.3499 -0.0959
C -3.31928 0.72192 0.39390 0.4348 -0.2502 0.0050 1.0673
C -3.18552 -0.54629 -0.16849 -0.1690 -0.0489 -0.0525 -0.2961
C -1.94934 -1.15483 -0.19194 0.3224 0.1460 0.1246 -1.0162
C -0.81568 -0.51710 0.31225 -0.3864 -0.1293 -0.0085 0.3459
C 0.48337 -1.23465 0.25228 -0.0619 -0.3276 0.0490 0.1780
O 0.52872 -2.45380 0.26436 -0.0479 0.1758 -0.0375 -0.6346
C 1.68878 -0.40308 0.14289 0.7339 -0.1381 0.0131 -0.7831
C 2.90840 -0.96144 0.20334 -0.7996 -0.0399 0.0583 -0.0321
C 4.18648 -0.29742 0.08881 0.6624 0.3788 -0.0763 0.8839
C 4.32480 1.07294 -0.12990 -0.0387 -0.2170 0.0315 -1.2906
C 5.57723 1.64127 -0.23303 0.1034 0.0894 -0.0125 -0.3582
C 6.74201 0.88607 -0.12466 0.1099 -0.1234 0.0153 1.3688
O 7.99533 1.43057 -0.21919 -0.2429 -0.4286 0.0801 -0.4486
C 8.12354 2.81121 -0.45072 0.0223 0.2372 -0.0386 -0.9636
C 6.62311 -0.50201 0.09434 -0.0216 0.0885 -0.0193 0.1784
O 7.62954 -1.40882 0.22998 -0.3697 0.0654 0.0321 -0.4581
C 8.98436 -1.04356 0.09658 0.5151 -0.0017 -0.0237 -0.7298
C 5.35349 -1.05417 0.19574 -0.0633 0.2485 -0.0411 -0.6900
C -0.95907 0.74772 0.88008 0.0175 -0.1515 -0.1078 -0.8951
C -2.19533 1.35602 0.92660 -0.1287 0.0226 -0.0091 -0.8170
N -6.03679 -0.11481 -0.53382 0.8301 -0.3947 -0.1479 -0.3526
H -7.37616 -3.09020 -1.10134 0.0143 -0.0965 -0.1177 0.3067
H -6.17407 -2.61997 0.10155 0.0923 -0.0629 0.0043 0.2338
H -7.62287 -3.50253 0.59862 0.0100 -0.1337 0.0158 0.3694
H -7.83250 -1.09831 1.17312 -0.0768 0.0929 0.0266 0.2982
H -9.03150 -1.55014 -0.05111 -0.0490 0.0402 0.0525 0.3412
H -7.53173 -0.65761 -1.82945 -0.0998 0.0364 0.1011 0.4102
H -9.11801 0.86599 -0.01946 -0.0211 -0.0322 -0.0471 0.4008
H -8.44066 1.48889 -1.54030 -0.0477 -0.0879 0.0474 0.3800
H -4.51482 2.30820 0.87852 0.0294 -0.1843 -0.1059 0.1667
H -4.05620 -1.03165 -0.57592 0.0364 -0.0346 -0.0192 0.4972
H -1.83496 -2.14211 -0.61369 -0.0045 -0.0793 -0.0269 0.4141
H 1.54948 0.65392 -0.01883 0.0635 0.1330 -0.0027 0.4017
H 2.94547 -2.03331 0.35952 -0.0717 -0.0910 0.0042 0.4033
H 3.45618 1.70445 -0.22327 -0.0979 0.0756 -0.0127 0.3128
H 5.64673 2.70401 -0.40170 0.0522 0.0826 -0.0145 0.3767
H 7.68800 3.40012 0.36281 0.0021 -0.0206 -0.0447 0.3591
H 9.19580 2.99775 -0.49385 -0.0893 0.0497 -0.0067 0.2565
H 7.66792 3.10618 -1.40134 0.0033 -0.0064 0.0481 0.3632
H 9.19650 -0.62604 -0.88992 -0.0019 -0.0380 0.0854 0.2729
H 9.29082 -0.33082 0.86491 -0.0111 -0.0743 -0.0784 0.2568
H 9.53941 -1.97317 0.22288 -0.0176 0.0751 -0.0151 0.2859
H 5.29596 -2.11847 0.36368 -0.0065 -0.1450 0.0200 0.4126
H -0.11020 1.24868 1.32091 0.0856 0.0641 0.0035 0.4532
H -2.29993 2.33191 1.38086 -0.0050 0.0928 0.0551 0.3288
```
Positions in Å, forces in eV/Å.

---

[3]
This record from the OMol25 dataset describes C10H27N6OPd as an isolated structure. The level of theory is ωB97M-V/def2-TZVPD.

Output
E_tot = -928.71786 Eh
total charge = +1
LUMO = -1.9 eV
gap between HOMO and LUMO = 9.119 eV

Geometry as XYZ:
```
45
Properties=species:S:1:pos:R:3:forces:R:3:mulliken_charge:R:1
Pd 1.16974 -0.59808 0.05165 0.0433 -0.1751 -0.0507 0.3126
N 1.16380 -0.98459 2.09219 -0.0681 0.0720 0.0120 -0.5451
C 0.71396 -2.33096 2.53129 -0.0474 0.0681 -0.0237 -0.5728
C -0.60709 -2.75831 1.91069 0.0791 -0.0146 0.0318 -0.6598
N -0.48595 -2.99344 0.47446 -0.0908 -0.0233 0.0123 -0.3979
H 2.09111 -0.81459 2.46758 0.0074 0.0350 -0.0095 0.2965
H 0.55380 -0.27957 2.49479 -0.0522 -0.0201 0.0593 0.2585
H 0.60123 -2.33946 3.61760 0.0474 0.0031 0.0177 0.4141
H 1.50118 -3.04306 2.27914 -0.0168 0.0116 -0.0728 0.3188
H -1.35266 -1.97575 2.07459 0.0239 0.0327 -0.0226 0.3211
H -0.95008 -3.63617 2.46932 -0.0174 -0.0020 -0.0066 0.4310
H -1.40010 -3.12388 0.05797 0.0174 -0.0301 0.0058 0.2051
H 0.03478 -3.84466 0.29683 0.0051 0.0013 0.0064 0.2274
N 2.60404 -1.26418 -3.73081 -0.0252 0.0107 -0.0022 -0.3692
C 2.25549 -1.26725 -2.44494 -0.0854 0.0057 -0.1892 0.7285
O 1.34550 -0.51944 -2.03527 -0.0071 0.2135 0.0060 -0.6371
C 2.93515 -2.17571 -1.47792 0.0947 -0.0762 0.0485 -0.5440
C 2.97257 -1.43897 -0.14057 0.0434 0.0274 0.0626 -1.0005
H 2.12824 -0.64907 -4.37062 -0.0065 -0.0061 -0.0026 0.2467
H 3.33844 -1.85519 -4.07568 0.0016 -0.0058 0.0003 0.2082
H 3.91334 -2.50263 -1.84132 0.0050 0.0053 0.0099 0.3877
H 2.29945 -3.06372 -1.40479 0.0115 -0.0116 -0.0117 0.2142
H 3.68286 -0.60862 -0.20084 0.0462 -0.0131 0.0570 0.3833
H 3.29175 -2.09833 0.66804 -0.0258 -0.0465 -0.0031 0.3279
C 0.66352 2.52261 1.06878 -0.0154 0.0102 0.0428 -0.8642
N -0.56978 2.65865 0.32155 0.0129 -0.0174 -0.0255 0.1163
C -0.66185 3.87869 -0.47529 0.0020 -0.0179 0.0042 -1.1861
C -1.28647 1.54795 -0.01420 0.0189 -0.0096 -0.1538 0.6216
N -0.78950 0.34848 0.09840 0.0319 0.0547 0.1448 -0.0812
N -2.55142 1.78374 -0.49907 -0.0171 -0.0281 0.0271 0.0964
C -3.25861 0.70512 -1.16010 -0.0057 0.0073 -0.0018 -1.1747
C -3.42594 2.73854 0.17475 0.0050 0.0137 -0.0314 -1.1446
H 0.97105 3.51308 1.40048 -0.0084 -0.0020 0.0029 0.3728
H 1.47098 2.08210 0.47645 0.0182 -0.0041 -0.0218 0.2807
H 0.50106 1.91218 1.95478 -0.0077 -0.0499 0.0126 0.1855
H 0.28339 4.04870 -0.99640 0.0015 -0.0009 -0.0022 0.4002
H -0.86707 4.74250 0.15889 0.0018 0.0027 0.0027 0.3409
H -1.44798 3.78797 -1.21728 -0.0047 0.0004 0.0000 0.3981
H -1.49685 -0.35388 -0.07059 -0.0208 -0.0135 0.0683 -0.0692
H -3.70557 -0.00337 -0.45024 0.0061 -0.0055 0.0004 0.3674
H -2.59078 0.17102 -1.83401 0.0000 0.0055 -0.0057 0.4210
H -4.06554 1.13309 -1.75280 -0.0060 -0.0001 0.0031 0.2896
H -2.84850 3.40814 0.80336 0.0020 -0.0048 0.0016 0.3749
H -4.14723 2.21054 0.80633 -0.0011 -0.0024 -0.0024 0.3783
H -3.97746 3.32978 -0.55718 0.0033 -0.0001 -0.0008 0.3211
```
Positions in Å, forces in eV/Å.

---

[4]
This record from the OMol25 dataset describes a 4-piece molecular cluster, C3H12O3 overall. The level of theory is ωB97M-V/def2-TZVPD.

Output
E_tot = -347.17532 Eh
LUMO = 0.6 eV
gap between HOMO and LUMO = 10.092 eV
SMILES = C=CC.O.O.O

Geometry as XYZ:
```
18
Properties=species:S:1:pos:R:3:forces:R:3:mulliken_charge:R:1
C 1.46369 -0.89326 0.76257 -0.6834 0.0587 0.0400 -0.6549
C 1.83315 0.19389 0.11220 0.6650 -0.0343 -0.3790 -0.0261
C 1.84646 0.30819 -1.38492 0.2832 0.1712 -0.0103 -1.0148
H 1.10744 -0.83710 1.78522 0.7003 -0.2815 0.2214 0.1978
H 1.28536 -1.79958 0.20304 -0.2977 -0.1117 0.0658 0.2347
H 2.16569 1.08082 0.64437 -0.4938 0.1781 0.1477 0.4294
H 2.54822 1.06181 -1.72445 0.0173 0.3282 -0.0216 0.3694
H 2.10677 -0.58663 -1.94884 -0.2361 -0.3018 0.3356 0.3336
H 0.83403 0.61654 -1.65242 0.0583 0.0469 -0.3364 0.1391
O -0.93192 -1.84562 -1.31350 -0.1076 -0.4286 0.0825 -0.5992
H -1.47698 -1.34288 -0.69556 0.4859 0.1482 -0.1894 0.3163
H -0.96071 -1.34142 -2.12868 -0.0358 0.1438 -0.0539 0.2955
O -2.27868 0.53945 -0.30306 0.1999 0.1495 -0.9382 -0.6867
H -2.07030 0.95316 0.54146 -0.3021 -0.5761 0.4597 0.3848
H -2.83892 -0.23610 -0.22104 -0.2936 0.4314 0.6537 0.3178
O -0.96414 1.57840 2.09221 0.1478 0.2498 -0.2482 -0.6836
H -0.36049 1.27617 2.77533 -0.0858 -0.1602 0.1590 0.3066
H -0.36578 1.89460 1.40285 -0.0217 -0.0115 0.0116 0.3404
```
Positions in Å, forces in eV/Å.